Formula: C42H86N11O16S
Source: the Open Molecules 2025 dataset
Level of theory: ωB97M-V/def2-TZVPD

- total charge = +1
- F_max (eV Å⁻¹) = 2.2
- lowest unoccupied orbital energy (hartree) = -0.1629

Geometry as XYZ:
```
156
Properties=species:S:1:pos:R:3:mulliken_charge:R:1
O 0.721 -0.012 2.874 -0.557
C 0.700 0.574 1.821 -0.208
O 1.825 1.123 1.291 -0.377
C 1.742 1.187 -0.152 -0.337
C 1.311 2.608 -0.591 -0.971
C -0.179 2.762 -1.001 0.431
C -0.391 2.888 -2.531 -1.677
N 0.344 1.858 -3.316 0.569
C 1.296 2.294 -4.142 -0.244
C 2.032 1.437 -4.895 -0.887
C 1.784 0.080 -4.759 0.271
C 2.596 -0.941 -5.530 -0.120
O 2.675 -2.055 -5.075 -0.445
O 3.221 -0.597 -6.695 -0.469
C 0.791 -0.349 -3.916 -0.427
C 0.053 0.556 -3.197 0.697
C -1.077 0.095 -2.292 -0.099
S -1.935 -1.354 -2.934 0.984
O -2.504 -0.951 -4.184 -0.696
O -2.880 -1.737 -1.936 -0.323
H -0.265 0.679 1.298 0.664
H 1.103 0.378 -0.519 0.165
H 2.763 1.006 -0.506 0.392
H 1.989 2.945 -1.386 0.477
H 1.471 3.249 0.282 0.325
H -0.846 2.013 -0.595 -0.388
H -0.516 3.721 -0.602 0.852
H -0.014 3.878 -2.792 0.371
H -1.447 2.862 -2.816 0.473
H 1.474 3.358 -4.229 0.448
H 2.784 1.822 -5.572 0.505
H 4.066 -0.186 -6.459 0.358
H 0.621 -1.417 -3.876 0.539
H -0.762 -0.118 -1.266 -0.155
H -1.835 0.889 -2.294 0.362
H -1.061 -2.392 -3.100 0.205
C -5.783 -2.669 -1.175 -0.468
C -6.886 -3.016 -0.209 0.545
O -8.045 -2.668 -0.389 -0.694
N -6.536 -3.738 0.885 -0.113
C -5.211 -4.228 1.247 0.034
H -6.194 -2.094 -2.000 0.006
H -5.025 -2.067 -0.677 0.047
H -5.336 -3.579 -1.577 0.435
H -7.310 -3.942 1.499 0.250
H -5.250 -5.317 1.323 0.260
H -4.924 -3.815 2.218 -0.245
H -4.468 -3.946 0.507 0.091
C -2.911 -0.194 -9.792 -1.399
C -2.649 -0.097 -8.310 0.907
O -2.128 0.891 -7.803 -0.669
N -3.012 -1.149 -7.537 0.018
C -3.634 -2.398 -7.947 -0.794
H -2.568 0.719 -10.271 0.297
H -2.366 -1.036 -10.220 0.367
H -3.978 -0.307 -9.983 0.374
H -2.808 -1.012 -6.559 0.159
H -4.590 -2.508 -7.432 0.197
H -2.985 -3.229 -7.663 0.257
H -3.804 -2.430 -9.017 0.359
C 6.657 1.151 4.511 -1.244
C 6.823 0.955 3.026 0.814
O 7.831 1.315 2.430 -0.692
N 5.811 0.361 2.351 0.125
C 4.549 -0.131 2.874 -0.518
H 7.545 1.637 4.905 0.377
H 5.793 1.785 4.718 0.126
H 6.539 0.186 5.007 0.321
H 5.993 0.262 1.366 0.223
H 4.482 -1.199 2.658 0.247
H 3.741 0.391 2.362 0.010
H 4.460 0.025 3.943 0.334
C -5.942 -2.076 4.479 -1.153
C -4.652 -2.780 4.828 0.912
O -4.031 -3.447 4.007 -0.741
N -4.191 -2.654 6.095 -0.202
C -4.783 -1.914 7.196 -0.886
H -6.182 -2.268 3.436 0.040
H -6.758 -2.450 5.096 0.385
H -5.836 -0.999 4.616 0.371
H -3.329 -3.148 6.259 0.241
H -4.073 -1.160 7.540 0.288
H -4.990 -2.602 8.017 0.304
H -5.705 -1.425 6.901 0.332
C -0.939 -3.107 2.003 -1.609
C -0.295 -2.630 0.732 0.678
O -0.624 -1.568 0.196 -0.210
N 0.668 -3.403 0.183 -0.129
C 1.182 -4.674 0.669 -1.030
H -1.686 -2.384 2.318 0.177
H -1.433 -4.066 1.843 0.517
H -0.193 -3.199 2.793 0.469
H 1.059 -3.024 -0.665 0.146
H 2.252 -4.576 0.854 0.313
H 1.024 -5.436 -0.094 0.310
H 0.689 -4.979 1.585 0.411
C 9.125 -2.196 2.696 -1.298
C 8.045 -2.628 3.656 0.756
O 6.866 -2.352 3.473 -0.621
N 8.421 -3.342 4.747 -0.166
C 9.758 -3.759 5.130 -0.849
H 8.671 -1.638 1.882 0.235
H 9.845 -1.550 3.199 0.366
H 9.634 -3.067 2.280 0.440
H 7.651 -3.597 5.345 0.238
H 9.786 -4.848 5.196 0.291
H 9.996 -3.342 6.109 0.284
H 10.501 -3.428 4.412 0.330
C -4.188 0.860 0.388 -0.906
C -3.715 2.292 0.350 0.537
O -2.765 2.652 -0.351 -0.565
N -4.366 3.189 1.116 -0.214
C -5.497 2.961 2.001 -0.901
H -3.570 0.259 -0.276 -0.227
H -4.100 0.457 1.398 0.462
H -5.223 0.793 0.050 0.592
H -3.999 4.125 1.043 0.269
H -6.332 3.582 1.676 0.305
H -5.217 3.249 3.015 0.300
H -5.804 1.921 1.997 0.345
C 2.710 3.038 3.885 -0.648
C 1.992 4.332 4.176 0.384
O 1.614 5.075 3.282 -0.687
N 1.773 4.654 5.477 -0.133
C 2.146 3.904 6.662 -0.794
H 2.806 2.925 2.810 0.060
H 3.709 3.047 4.324 0.329
H 2.136 2.195 4.273 0.391
H 1.290 5.531 5.598 0.245
H 1.246 3.666 7.232 0.277
H 2.801 4.518 7.282 0.285
H 2.659 2.982 6.407 0.310
C -9.303 -1.344 -6.760 -1.316
C -8.043 -2.061 -6.342 0.799
O -7.389 -2.738 -7.122 -0.646
N -7.645 -1.932 -5.050 -0.066
C -8.271 -1.179 -3.975 -0.844
H -9.487 -1.542 -7.812 0.301
H -10.155 -1.705 -6.184 0.374
H -9.191 -0.268 -6.623 0.360
H -6.798 -2.438 -4.843 0.164
H -7.553 -0.441 -3.611 0.209
H -8.519 -1.868 -3.165 0.314
H -9.172 -0.672 -4.304 0.355
C 8.138 6.421 -0.487 -1.119
C 8.413 6.566 0.991 0.698
O 8.839 7.603 1.471 -0.653
N 8.167 5.489 1.783 -0.084
C 7.663 4.181 1.396 -0.663
H 8.381 7.356 -0.983 0.298
H 8.758 5.630 -0.913 0.321
H 7.083 6.200 -0.658 0.307
H 8.371 5.653 2.755 0.200
H 6.730 3.990 1.932 0.136
H 8.389 3.422 1.677 0.292
H 7.479 4.122 0.328 0.252
```

Formula: C34H53CeN4OP2
Source: the Open Molecules 2025 dataset
Level of theory: ωB97M-V/def2-TZVPD

- total charge = +3
- ΔE to the lowest compared entry with this formula, charge and spin (kJ/mol) = 0.0
- F_max (eV Å⁻¹) = 6.3
- lowest unoccupied orbital energy (spin up / spin down) (hartree) = -0.3777 / -0.3796

Geometry as XYZ:
```
95
Properties=species:S:1:pos:R:3:mulliken_charge:R:1
C -0.197 0.948 -2.670 -0.172
C -0.877 -1.164 -1.946 -0.717
C -0.710 0.701 -3.938 -1.029
C -1.288 -1.514 -3.230 -0.361
C -1.243 -0.548 -4.236 -1.226
H -0.658 1.492 -4.682 0.645
H -1.648 -2.530 -3.429 0.615
H -1.590 -0.796 -5.236 0.510
N -0.377 0.065 -1.660 1.405
P 1.656 2.187 -0.892 0.262
P -1.896 -1.646 0.784 -0.456
C 0.556 2.247 -2.380 -1.209
H 1.165 2.523 -3.255 0.695
H -0.177 3.058 -2.251 0.659
C -0.876 -2.185 -0.805 -0.766
H -1.376 -3.110 -1.135 1.540
C -1.648 -3.073 2.010 2.167
C -3.699 -1.568 0.294 2.127
C 3.259 1.438 -1.577 1.710
C 1.797 3.982 -0.294 1.827
C -0.496 -2.689 2.965 -1.589
H -0.654 -1.698 3.421 0.274
H -0.487 -3.429 3.778 0.630
H 0.487 -2.706 2.480 0.222
C -2.902 -3.283 2.876 -1.710
H -3.227 -2.359 3.369 0.320
H -3.739 -3.709 2.312 0.283
H -2.642 -4.006 3.663 0.593
C -1.303 -4.392 1.300 -1.524
H -1.153 -5.155 2.077 0.563
H -2.107 -4.745 0.645 0.219
H -0.377 -4.330 0.720 0.271
C -4.452 -0.842 1.446 -1.639
H -3.860 -0.018 1.873 0.239
H -5.387 -0.414 1.052 0.483
H -4.721 -1.520 2.266 0.409
C -3.821 -0.719 -0.981 -1.601
H -3.347 0.259 -0.858 -0.068
H -3.375 -1.215 -1.852 0.419
H -4.889 -0.562 -1.194 0.718
C -4.301 -2.962 0.014 -1.545
H -3.552 -3.739 -0.183 0.216
H -4.958 -3.295 0.829 0.404
H -4.935 -2.904 -0.885 0.398
C 2.639 4.017 0.996 -1.623
H 2.625 5.042 1.395 0.484
H 2.238 3.349 1.774 0.167
H 3.690 3.756 0.824 0.344
C 0.373 4.488 0.019 -1.271
H -0.228 4.598 -0.894 0.345
H -0.175 3.844 0.722 -0.286
H 0.473 5.485 0.472 0.676
C 2.410 4.895 -1.364 -1.670
H 2.257 5.939 -1.050 0.516
H 3.492 4.759 -1.472 0.363
H 1.921 4.774 -2.342 0.306
C 2.971 0.063 -2.217 -1.752
H 3.809 -0.179 -2.893 0.613
H 2.888 -0.730 -1.459 0.275
H 2.060 0.055 -2.826 0.371
C 4.254 1.248 -0.413 -1.562
H 3.878 0.553 0.353 0.254
H 5.176 0.818 -0.831 0.487
H 4.518 2.192 0.081 0.258
C 3.881 2.350 -2.648 -1.470
H 3.187 2.593 -3.464 0.260
H 4.286 3.280 -2.236 0.337
H 4.732 1.809 -3.088 0.537
Ce 0.272 0.334 0.863 0.532
C -1.749 1.801 0.372 0.401
O -2.607 2.487 -0.001 -0.222
N 1.156 -1.574 0.471 -0.035
C 0.600 -2.390 -0.371 -0.126
C 1.381 -3.492 -0.962 0.391
C 2.633 -3.795 -0.390 -0.170
C 0.910 -4.242 -2.060 0.103
C 3.353 -4.900 -0.844 -1.012
H 3.010 -3.161 0.418 0.469
C 1.642 -5.341 -2.517 -0.999
H -0.018 -3.946 -2.555 0.258
C 2.852 -5.681 -1.899 -0.526
H 4.303 -5.143 -0.367 0.447
H 1.257 -5.925 -3.357 0.467
H 3.427 -6.541 -2.250 0.457
C -0.237 3.947 5.488 -0.799
N -0.817 3.564 4.183 -0.012
C -1.867 4.441 3.611 -0.657
C -0.305 2.605 3.484 0.378
N 0.144 1.767 2.775 -0.357
H -0.792 4.824 5.833 0.294
H 0.833 4.195 5.384 0.351
H -0.345 3.125 6.213 0.335
H -1.501 4.939 2.701 0.266
H -2.754 3.846 3.359 0.265
H -2.113 5.182 4.376 0.332
```

Q: Which value of F_max does entry 2 give?
A: 6.3 eV Å⁻¹

Q: The lowest F_max belongs to which entry?
A: C42H86N11O16S